# 1
{"formula": "C5H7P", "method": "the ωB97M-V functional and the def2-TZVPD basis", "de_lowest_kcal_mol": 44.8, "charge": 0, "gap_ev": 8.61, "lumo_ev": 0.16, "e_tot_ev": -14583.756, "symbols": ["H", "P", "C", "C", "C", "C", "C", "H", "H", "H", "H", "H", "H"], "positions_angstrom": [[-0.250893, 3.165093, -0.082581], [-1.000622, 2.029693, -0.242613], [0.216454, 1.132596, -0.959556], [-0.028823, -0.186610, -1.384744], [-0.448441, -1.193687, -0.650513], [-0.669448, -1.078285, 0.838822], [0.282600, -0.499972, 1.581789], [1.197642, 1.331368, -1.000220], [0.187559, -0.179567, -2.427442], [-0.582455, -2.123404, -1.139569], [-1.616015, -1.493993, 1.345379], [1.138698, -0.099177, 1.178923], [0.135993, -0.476675, 2.602368]], "forces_ev_per_angstrom": [[0.6089, 1.0441, 0.3428], [-0.1182, -0.5603, -0.8060], [-3.4823, 0.9836, 1.9493], [-0.2964, -0.3783, -0.5806], [-0.6234, -0.0655, 1.2109], [-0.0967, -0.4612, 0.0449], [-2.5710, -1.7158, -0.8357], [3.4848, 1.7008, -0.3682], [0.0401, -1.2412, -0.9896], [-0.3064, -0.9460, -0.1868], [1.6105, 0.5903, -1.0614], [1.8287, 0.7425, -0.8473], [-0.0785, 0.3069, 2.1275]], "lowdin_charge": [-0.174, 0.876, -0.537, -0.261, -0.114, -0.176, -0.017, 0.022, 0.102, 0.086, 0.124, 0.038, 0.033]}


# 2
{"formula": "C15H19MgNO2", "method": "the ωB97M-V functional and the def2-TZVPD basis", "de_lowest_kcal_mol": 132.8, "charge": 2, "gap_ev": 2.98, "lumo_ev": -11.52, "e_tot_ev": -26869.067, "symbols": ["C", "C", "C", "C", "C", "C", "C", "C", "C", "C", "C", "C", "C", "C", "O", "N", "C", "O", "H", "H", "H", "H", "H", "H", "H", "H", "H", "H", "H", "H", "H", "H", "H", "H", "H", "H", "H", "Mg"], "positions_angstrom": [[0.741459, 5.169934, -0.438559], [0.399636, 3.734887, 0.186277], [-1.202739, 3.439265, 0.288742], [-1.342974, 1.865060, 0.548215], [-2.847924, 1.330091, 0.668970], [-2.763950, -0.297446, 0.563087], [-1.689697, -0.940865, 1.588851], [-0.396419, -1.498733, 0.793665], [0.872450, -0.606665, 0.520106], [2.118257, -1.109177, -0.286258], [2.167675, -2.549866, -0.827034], [0.905819, -3.422747, -0.496974], [-0.363409, -2.976207, 0.258883], [1.314683, -4.804590, -1.134302], [0.767496, -5.935679, -1.016755], [2.589182, -4.617868, -1.929129], [3.270763, -3.318646, -1.663410], [4.400858, -2.918167, -1.971340], [0.117401, 5.378357, -1.366068], [1.854984, 5.137278, -0.741182], [0.656037, 5.952333, 0.383456], [0.887190, 3.563833, 1.207582], [0.798856, 2.904289, -0.517164], [-1.682831, 3.811111, -0.674880], [-1.565913, 4.083157, 1.174565], [-0.755837, 1.642316, 1.513320], [-0.866572, 1.330561, -0.355835], [-3.435926, 1.646881, -0.271998], [-3.373622, 1.602968, 1.641456], [-2.419907, -0.618617, -0.492506], [-3.813214, -0.714436, 0.711494], [-1.405447, -0.257125, 2.456870], [-2.191191, -1.877009, 2.038518], [0.957165, 0.475858, 0.898043], [2.980119, -0.393022, -0.469739], [-1.205373, -3.719797, 0.425320], [2.295207, -4.649632, -2.930435], [3.227710, -5.841885, -0.283851]], "forces_ev_per_angstrom": [[1.0810, -0.9503, 0.6549], [-0.8164, -0.5131, -0.8812], [1.6670, 0.3167, 0.6873], [-0.8671, 1.0348, -0.1152], [0.9638, -1.5054, -0.9331], [0.1392, 0.6636, -0.3678], [-0.0506, -1.5049, -0.4085], [2.2959, -0.8774, -1.1447], [0.5822, -2.9925, -1.4058], [-2.2071, -2.0461, 0.4803], [-2.6966, 1.9985, 2.2597], [1.4382, 0.6358, -0.5744], [3.1280, 2.2596, -0.4177], [-3.7137, 1.7622, 1.5100], [3.2030, 2.7011, -0.1479], [0.3845, -1.1585, 0.0035], [0.0276, 4.2263, 1.3621], [-4.1297, -2.5811, 0.7741], [0.7338, -0.1170, 1.3786], [-1.7512, 0.2448, 0.3485], [-0.1833, -0.7923, -1.3580], [-0.6365, 0.4219, -1.3520], [-0.3776, 1.3083, 0.9713], [0.4194, -0.7340, 1.2856], [0.1452, -1.1940, -1.3956], [-0.8215, 0.2103, -1.4541], [-0.5841, 0.7182, 1.3799], [0.7451, -0.1976, 1.7477], [0.7134, -0.1163, -1.3999], [-0.6911, 0.7207, 1.4989], [1.5274, 0.2838, 0.0311], [-0.2010, -0.8850, -1.3930], [0.9179, 1.4014, -0.5507], [-0.4300, -1.9696, -0.5980], [-1.2757, -1.0508, 0.2977], [1.1890, 1.2111, -0.2215], [0.8040, -0.7059, 0.4854], [-0.6724, -0.2270, -1.0373]], "lowdin_charge": [-0.124, -0.283, -0.203, -0.255, -0.175, -0.188, -0.150, -0.071, 0.075, 0.072, -0.033, -0.041, 0.108, -0.409, 0.089, 0.026, -0.348, 0.161, 0.080, 0.080, 0.081, 0.107, 0.093, 0.117, 0.129, 0.102, 0.109, 0.130, 0.125, 0.116, 0.116, 0.127, 0.121, 0.111, 0.129, 0.136, 0.199, 1.539]}


- What is the formula in the second record?
  C15H19MgNO2